# 1
Formula: C54H44BrCaN8
Source: the Open Molecules 2025 dataset
Level of theory: ωB97M-V with the def2-TZVPD basis set

Cartesian coordinates (Å):
Ca  0.558  0.051  -0.257
C  -0.029  -7.354  -3.422
C  1.216  -6.763  -3.582
C  1.477  -5.524  -3.015
C  0.495  -4.842  -2.294
C  -0.744  -5.459  -2.116
C  -1.002  -6.699  -2.680
C  0.759  -3.514  -1.681
C  1.374  -2.505  -2.368
C  2.144  -2.482  -3.646
C  2.886  -1.364  -3.651
C  2.566  -0.604  -2.399
N  1.572  -1.251  -1.810
C  3.305  0.415  -1.768
C  3.367  0.658  -0.318
C  4.274  1.616  0.308
C  4.172  1.457  1.642
C  3.197  0.406  1.897
C  2.883  -0.084  3.151
C  3.615  0.609  4.268
C  3.007  1.647  4.965
C  3.678  2.293  5.994
C  4.965  1.904  6.340
C  5.575  0.867  5.647
C  4.904  0.224  4.617
C  1.996  -1.103  3.676
N  1.152  -1.990  3.018
C  0.354  -2.693  3.864
C  -0.609  -3.494  3.092
C  -1.528  -4.484  3.637
C  -1.469  -4.921  4.965
C  -2.355  -5.873  5.447
C  -3.321  -6.421  4.613
C  -3.384  -6.003  3.290
C  -2.504  -5.049  2.805
C  -0.375  -3.216  1.753
C  0.673  -2.145  1.690
C  1.420  -2.612  0.498
C  0.514  -3.315  -0.214
N  -0.628  -3.737  0.520
C  0.733  -2.332  5.166
C  1.743  -1.368  5.034
N  2.709  -0.003  0.647
C  4.296  1.119  -2.626
C  3.860  1.783  -3.775
C  4.755  2.384  -4.650
C  6.116  2.345  -4.385
C  6.567  1.691  -3.245
C  5.670  1.082  -2.381
H  -0.233  -8.326  -3.854
H  1.996  -7.273  -4.134
H  2.464  -5.090  -3.104
H  -1.495  -4.965  -1.514
H  -1.970  -7.162  -2.531
H  2.172  -3.265  -4.388
H  3.618  -1.077  -4.392
H  4.890  2.335  -0.207
H  4.711  2.017  2.390
H  2.004  1.949  4.688
H  3.192  3.105  6.521
H  5.488  2.407  7.143
H  6.579  0.557  5.909
H  5.378  -0.582  4.071
H  -0.711  -4.521  5.623
H  -2.282  -6.191  6.480
H  -4.010  -7.166  4.990
H  -4.127  -6.424  2.622
H  -2.550  -4.737  1.769
H  0.130  -1.199  1.534
H  2.359  -2.232  0.159
H  0.312  -2.694  6.088
H  2.253  -0.880  5.849
H  2.794  1.834  -3.969
H  4.380  2.892  -5.531
H  6.820  2.818  -5.057
H  7.628  1.643  -3.031
H  6.037  0.550  -1.511
N  -0.523  0.495  2.292
C  -1.839  1.112  2.591
C  -2.633  1.444  1.325
C  -3.506  0.296  0.819
C  -2.794  -1.020  0.612
N  -1.751  -1.014  -0.427
H  -0.129  0.089  3.135
H  0.090  1.269  2.036
H  -1.692  2.024  3.178
H  -2.417  0.422  3.213
H  -1.926  1.792  0.570
H  -3.293  2.293  1.523
H  -4.029  0.607  -0.093
H  -4.285  0.098  1.564
H  -3.518  -1.818  0.417
H  -2.288  -1.277  1.545
H  -2.090  -0.749  -1.347
H  -1.469  -1.996  -0.504
N  -0.122  3.622  -0.034
C  0.209  2.516  -0.168
Br  -0.534  2.913  -6.943
C  -0.609  2.089  -5.243
C  -0.171  0.787  -5.095
C  -0.243  0.235  -3.824
N  -0.702  0.893  -2.759
C  -1.116  2.148  -2.929
C  -1.095  2.792  -4.160
H  0.224  0.217  -5.923
H  0.098  -0.778  -3.655
H  -1.437  2.677  -2.042
H  -1.427  3.817  -4.248

* LUMO level: 1.48 eV
* net charge: -1
* 2S+1: 1
* HOMO-LUMO gap: 4.86 eV

=====

# 2
Formula: C6H13N3
Source: the Open Molecules 2025 dataset
Level of theory: ωB97M-V with the def2-TZVPD basis set

Cartesian coordinates (Å):
C  -1.780  0.783  2.274
C  -1.960  0.453  0.868
C  -0.624  -0.022  0.364
C  -0.493  -0.637  -1.005
C  0.313  -1.855  -1.410
C  0.094  0.745  -0.731
N  1.439  0.977  -0.777
N  2.287  0.112  -0.355
N  3.543  0.368  -0.689
H  -0.662  1.089  2.454
H  -2.134  -0.077  2.921
H  -2.433  1.562  2.593
H  -2.348  1.135  0.073
H  -2.832  -0.267  0.732
H  -0.065  -0.459  1.158
H  -1.390  -0.617  -1.630
H  1.144  -2.178  -0.701
H  0.675  -1.613  -2.443
H  -0.236  -2.766  -1.493
H  -0.272  1.713  -1.201
H  3.563  1.380  -1.084
H  4.172  0.174  0.081

* SMILES: CC[C@H]1[C@H](C)[C@@H]1/N=N/N
* LUMO level: 1.25 eV
* net charge: 0
* 2S+1: 1
* ΔE to the lowest compared entry with this formula, charge and spin: 389.5 kJ/mol
* HOMO-LUMO gap: 9.88 eV

=====

# 3
Formula: C3H3NO2
Source: the Open Molecules 2025 dataset
Level of theory: ωB97M-V with the def2-TZVPD basis set

Cartesian coordinates (Å):
O  1.486  1.953  -0.090
C  2.181  1.007  0.033
O  3.243  0.542  0.155
C  -1.665  -0.450  0.022
C  -0.020  -0.452  0.026
N  0.793  -1.219  -0.235
H  -2.025  0.232  -0.742
H  -2.001  -1.462  -0.182
H  -1.992  -0.150  1.013

* SMILES: O=C=O.CC#N
* LUMO level: 0.08 eV
* net charge: 0
* 2S+1: 1
* ΔE to the lowest compared entry with this formula, charge and spin: 163.2 kJ/mol
* HOMO-LUMO gap: 12.20 eV